No. 1
The following is a DFT calculation (ωB97M-V/def2-TZVPD) of 2 unconnected molecules or ions with the total composition C15H23NO3S.

Computed properties:
Total charge: 0
E_HOMO, eV: -8.19
2S+1: 1
LUMO, eV: 0.591

Last column: Löwdin charge in e.
Positions of all 43 atoms, in Å:
1 C 1.014016 -0.697642 -1.698046  -0.10
2 H 1.394036 -1.194396 -0.938937  0.03
3 O -0.078623 -0.023576 -1.313873  -0.06
4 C -0.770920 0.972497 -1.878080  -0.24
5 C -0.478318 1.448086 -3.058823  -0.12
6 C -1.130280 2.247997 -3.741489  -0.37
7 C -2.206264 2.872742 -3.080250  -0.13
8 C -2.295716 2.767548 -1.811375  -0.04
9 C -1.680821 1.676421 -1.127243  -0.02
10 C -2.180915 1.416438 0.215788  -0.51
11 O -2.221422 2.174580 0.966182  0.24
12 N -2.065768 0.076299 0.662602  0.08
13 H -2.018091 -0.457825 -0.000496  0.02
14 C -2.266291 -0.411807 1.886839  -0.23
15 C -1.067169 -1.103383 2.410960  -0.19
16 C 0.128020 -0.549526 2.282955  -0.49
17 O 1.163031 -1.234412 2.183782  -0.10
18 C 2.009425 -1.508369 3.384715  -0.43
19 C 3.490719 -2.046859 2.823286  0.00
20 H 4.046527 -2.342219 3.760495  0.06
21 H 3.931055 -1.455324 2.244299  -0.05
22 H 3.217142 -3.306583 2.538785  0.17
23 C 1.431959 -2.375760 4.348935  -0.12
24 H 1.007145 -3.414450 3.943149  0.13
25 H 2.290994 -2.361818 5.242040  0.15
26 H 0.498970 -1.724671 4.721570  0.11
27 H 2.147048 -0.384093 3.855059  0.18
28 H 0.439627 0.273529 2.994581  0.17
29 H 0.120814 0.028464 1.360970  0.14
30 H -1.115354 -2.105564 1.654724  0.20
31 H -1.151041 -1.569256 3.334117  0.09
32 H -3.195549 -0.843950 2.160853  0.12
33 H -2.367775 0.526950 2.511723  0.15
34 H -3.222780 3.295342 -1.254427  0.18
35 H -2.580462 3.822764 -3.618348  0.15
36 S -0.533209 2.693347 -5.588237  0.85
37 C 0.719837 1.797025 -5.962840  -0.65
38 H 0.180254 0.389645 -6.056333  0.15
39 H 0.907062 1.892186 -7.018148  0.01
40 H 1.609088 1.603855 -5.342613  0.04
41 H 0.231665 0.627370 -3.738581  0.17
42 H 0.873776 -1.558554 -2.492140  0.15
43 H 1.774557 0.066951 -1.768130  0.11

Atoms 1-2, force components in eV/Å:
C 0.52 0.37 -4.81
H 1.03 -2.64 4.28


No. 2
The following is a DFT calculation (ωB97M-V/def2-TZVPD) of a molecular structure, C15H24AlCl6F4K2LiN4NaO8.

Computed properties:
Total charge: +3
E_HOMO, eV: -13.10
2S+1: 1
LUMO, eV: -11.349

Last column: Löwdin charge in e.
Positions of all 66 atoms, in Å:
1 C 0.780646 -3.230344 0.500455  -0.10
2 N 1.254425 -2.329692 -0.582733  -0.08
3 C 1.460847 -0.962536 -0.096644  -0.18
4 C 0.202182 -0.295262 0.557560  -0.26
5 C -1.162078 -0.449307 -0.168677  -0.11
6 N -1.926973 0.594573 0.343246  -0.17
7 C -3.326629 0.590915 -0.202368  -0.19
8 N -4.399018 0.776411 0.827373  -0.07
9 C -5.484093 -0.273347 0.701703  -0.15
10 C -1.282196 1.482958 1.279717  -0.98
11 Cl -1.645902 1.420502 3.073518  0.55
12 Cl -1.540957 3.148741 0.645333  0.68
13 C 0.355548 1.163275 1.121357  -0.82
14 N 0.866120 1.035404 2.463836  -0.02
15 Cl 1.267751 2.327810 0.146834  0.75
16 H 1.032825 -4.286303 0.362612  0.08
17 H -0.345884 -3.146914 0.548480  0.05
18 H 1.127494 -2.892626 1.493158  0.09
19 H 0.522191 -2.302231 -1.287951  0.07
20 H 1.851429 -0.365024 -0.943535  0.11
21 H 2.264150 -0.938636 0.663674  0.14
22 H -0.006478 -0.858391 1.497311  0.14
23 H -1.470259 -1.229416 -0.928896  -0.13
24 H -3.503492 -0.445084 -0.651499  0.02
25 H -3.418357 1.288497 -1.053953  0.14
26 H -3.963111 0.575564 1.719234  -0.04
27 H -5.188973 -1.127017 1.391099  0.09
28 H -6.423566 0.209578 1.184270  0.02
29 H -5.646267 -0.604107 -0.356249  0.02
30 H 1.432331 0.198238 2.575353  0.10
31 H 1.475874 1.817852 2.698501  0.10
32 C 1.589386 -5.863757 2.858376  -0.78
33 O 1.672739 -6.806579 3.661858  0.12
34 O 0.603821 -6.032537 1.910902  0.05
35 O 2.256751 -4.819771 2.802413  0.10
36 H 0.317706 -6.899030 2.263757  0.12
37 K -3.410784 -0.552969 3.447802  0.74
38 C -3.048777 3.392946 7.056814  -1.51
39 Cl -1.854340 3.486355 8.334250  0.61
40 Cl -2.507716 2.276281 5.776339  0.47
41 Cl -4.616458 2.879799 7.694350  0.52
42 H -3.162903 4.377201 6.617830  0.02
43 C 4.279058 2.474568 -3.751769  -0.06
44 C 3.570219 1.634212 -2.700909  -0.23
45 O 3.333561 0.277896 -3.095555  -0.07
46 C 4.374215 -0.675090 -2.995236  -0.39
47 O 4.931953 -0.693330 -1.839612  0.18
48 C 5.445189 -0.565616 -4.174564  -0.54
49 F 4.828386 -0.244635 -5.312114  0.19
50 F 6.025577 -1.745104 -4.363218  0.20
51 F 6.393964 0.330607 -3.956210  0.20
52 H 3.914481 2.242619 -4.744209  0.05
53 H 4.124027 3.533676 -3.551543  0.09
54 H 5.352298 2.303575 -3.737309  0.08
55 H 2.573644 2.060054 -2.559245  0.09
56 H 4.066430 1.700307 -1.728914  0.12
57 H 3.831997 -1.606680 -3.296385  0.22
58 Li -8.190767 0.088086 2.118253  0.55
59 C 3.810999 3.842313 -7.163813  -0.87
60 O 3.930529 4.656015 -8.065743  0.30
61 O 3.929027 4.101606 -5.941739  0.28
62 O 3.549209 2.629907 -7.318979  0.31
63 Na -7.079856 -0.039746 -1.302481  0.76
64 K -2.548961 -2.234558 -1.178021  0.99
65 F -9.204374 -1.490315 3.766301  -0.74
66 Al -8.239812 1.087614 4.946208  0.97

Atoms 1-2, force components in eV/Å:
C -0.90 0.42 -0.07
N -0.31 0.23 1.14


No. 3
The following is a DFT calculation (ωB97M-V/def2-TZVPD) of 2 unconnected molecules or ions with the total composition C15H24BrFNO4.

Computed properties:
Total charge: +1
E_HOMO, eV: -13.24
2S+1: 1
LUMO, eV: -5.675

Last column: Löwdin charge in e.
Positions of all 46 atoms, in Å:
1 C 1.772461 -1.319600 2.609211  -0.11
2 C 1.353131 -1.926530 1.176572  -0.24
3 C 2.579817 -2.304147 0.207134  -0.19
4 C 3.783897 -1.242637 0.182193  -0.16
5 C 3.596282 -0.038206 -0.874383  -0.12
6 N 2.278969 0.655979 -0.690458  0.00
7 C 1.174798 0.221333 -1.508664  0.10
8 C -0.199036 0.902280 -1.286199  -0.01
9 C -1.428388 0.370501 -2.181411  -0.15
10 O -1.821613 -0.911232 -1.653387  -0.17
11 C -2.428645 -0.791491 -0.337220  -0.22
12 C -3.177705 -2.176701 0.091984  -0.19
13 C -4.653063 -1.827543 0.640303  -0.12
14 C -0.380071 2.024862 -0.228010  -0.01
15 C -1.753319 2.758045 0.109095  -0.44
16 O -2.703741 2.966955 -0.688518  0.11
17 O -1.908790 3.206918 1.480031  -0.53
18 Br -2.053454 1.731522 2.586746  0.87
19 C 0.871968 2.457089 0.590260  0.14
20 C 2.214540 1.707778 0.297201  -0.06
21 F 3.329185 2.131535 1.062738  0.07
22 H 1.363235 -0.248761 2.679857  0.06
23 H 1.200590 -1.917522 3.418689  0.09
24 H 2.877591 -1.416511 2.872143  0.08
25 H 0.799889 -2.920602 1.397215  0.12
26 H 0.563686 -1.240503 0.703502  0.07
27 H 2.145780 -2.333643 -0.869188  0.11
28 H 2.941636 -3.373186 0.450782  0.13
29 H 4.061964 -0.799661 1.196401  0.11
30 H 4.720849 -1.824813 -0.173987  0.13
31 H 4.419161 0.738194 -0.627536  0.15
32 H 3.795897 -0.369813 -1.949016  0.15
33 H 1.306510 -0.634025 -2.267100  0.17
34 H -2.277139 1.123143 -2.306182  0.14
35 H -0.985317 0.169448 -3.232680  0.15
36 H -3.164307 0.087033 -0.376326  0.11
37 H -1.682747 -0.569628 0.507720  0.08
38 H -3.155411 -2.959536 -0.739866  0.12
39 H -2.578335 -2.626913 0.971666  0.10
40 H -4.674134 -2.096620 1.762738  0.08
41 H -4.911496 -0.702770 0.600886  0.08
42 H -5.409961 -2.454655 0.032640  0.09
43 H 0.770084 3.284505 1.377082  0.15
44 O -0.846424 5.146511 -2.578115  -0.05
45 H -0.105709 4.633768 -2.232550  0.02
46 H -1.623116 4.709851 -2.203994  0.02

Atoms 1-2, force components in eV/Å:
C -1.15 -0.46 0.32
C -0.13 -0.92 0.73


| no. | E_tot (Eh) |
| --- | --- |
| 1 | -1263.5080 |
| 2 | -6177.9286 |
| 3 | -3615.0202 |